Here is a cluster of 14 separate species, C68H138N14O12 in total in a non-equilibrium geometry from OMol25. Energies are from ωB97M-V/def2-TZVPD.

Geometry (Å):
1 C 23.618 8.179 -31.311
2 C 24.575 8.956 -32.186
3 C 23.916 9.847 -33.218
4 C 23.256 11.017 -32.617
5 N 22.646 11.846 -32.090
6 H 22.724 7.830 -31.828
7 H 23.338 8.708 -30.400
8 H 24.102 7.273 -30.947
9 H 25.230 8.260 -32.710
10 H 25.251 9.448 -31.487
11 H 23.250 9.340 -33.916
12 H 24.624 10.269 -33.932
13 C 25.285 10.538 -28.702
14 C 24.775 11.837 -29.337
15 C 23.414 12.290 -28.832
16 C 22.352 11.317 -29.118
17 N 21.464 10.617 -29.298
18 H 24.643 9.669 -28.851
19 H 25.416 10.665 -27.627
20 H 26.236 10.282 -29.169
21 H 24.827 11.761 -30.424
22 H 25.461 12.630 -29.040
23 H 23.070 13.271 -29.160
24 H 23.389 12.348 -27.743
25 C 17.547 17.255 -33.337
26 C 18.019 16.999 -31.880
27 C 16.868 16.525 -30.991
28 C 15.789 17.501 -30.853
29 N 15.012 18.352 -30.760
30 H 17.039 18.219 -33.366
31 H 16.828 16.526 -33.709
32 H 18.424 17.479 -33.944
33 H 18.534 17.847 -31.429
34 H 18.767 16.207 -31.846
35 H 17.182 16.396 -29.956
36 H 16.402 15.575 -31.253
37 C 17.789 22.667 -31.515
38 C 17.244 22.663 -30.104
39 C 17.032 21.289 -29.397
40 C 18.200 20.424 -29.428
41 N 19.160 19.735 -29.434
42 H 17.824 23.712 -31.822
43 H 17.176 22.073 -32.192
44 H 18.809 22.282 -31.525
45 H 16.318 23.232 -30.182
46 H 17.924 23.169 -29.418
47 H 16.208 20.686 -29.778
48 H 16.859 21.505 -28.343
49 C 16.178 20.180 -18.764
50 O 16.117 20.815 -20.045
51 C 15.870 20.030 -21.168
52 C 16.791 18.724 -21.318
53 N 16.722 18.033 -22.583
54 C 17.666 18.655 -23.543
55 C 17.677 17.859 -24.832
56 O 16.565 18.203 -25.704
57 C 16.677 17.696 -27.007
58 H 16.407 20.834 -17.923
59 H 16.712 19.229 -18.744
60 H 15.179 19.846 -18.487
61 H 15.952 20.690 -22.032
62 H 14.829 19.723 -21.266
63 H 16.395 18.042 -20.566
64 H 17.840 18.815 -21.035
65 H 15.839 18.063 -23.071
66 H 18.667 18.784 -23.131
67 H 17.335 19.652 -23.834
68 H 17.688 16.784 -24.649
69 H 18.622 18.014 -25.353
70 H 17.637 18.045 -27.385
71 H 15.849 18.126 -27.571
72 H 16.685 16.611 -26.898
73 C 16.678 14.212 -24.669
74 O 15.762 15.298 -24.714
75 C 14.777 15.323 -23.700
76 C 13.682 16.252 -24.252
77 N 14.115 17.695 -24.368
78 C 13.143 18.502 -24.974
79 C 13.578 19.950 -25.133
80 O 12.604 20.884 -24.636
81 C 13.023 22.200 -24.718
82 H 16.132 13.299 -24.907
83 H 17.310 14.034 -23.798
84 H 17.340 14.412 -25.512
85 H 15.292 15.624 -22.788
86 H 14.361 14.320 -23.605
87 H 12.872 16.258 -23.522
88 H 13.359 15.838 -25.207
89 H 14.943 17.784 -24.940
90 H 12.232 18.510 -24.376
91 H 12.900 18.051 -25.937
92 H 13.777 20.139 -26.188
93 H 14.520 20.069 -24.598
94 H 13.580 22.416 -25.631
95 H 13.741 22.315 -23.906
96 H 12.144 22.821 -24.549
97 C 18.292 12.934 -33.256
98 O 19.251 13.155 -34.284
99 C 19.832 14.416 -34.184
100 C 21.266 14.366 -34.722
101 N 21.563 15.730 -35.182
102 C 22.846 15.870 -35.739
103 C 23.069 17.325 -36.115
104 O 24.236 17.407 -36.989
105 C 24.440 18.695 -37.489
106 H 17.653 13.815 -33.301
107 H 18.821 12.789 -32.314
108 H 17.677 12.039 -33.358
109 H 19.908 14.682 -33.129
110 H 19.149 15.054 -34.744
111 H 21.324 13.695 -35.579
112 H 21.951 14.009 -33.952
113 H 20.826 15.991 -35.821
114 H 22.857 15.208 -36.605
115 H 23.626 15.550 -35.049
116 H 23.227 17.903 -35.205
117 H 22.194 17.800 -36.557
118 H 25.463 18.814 -37.845
119 H 24.229 19.467 -36.749
120 H 23.875 18.837 -38.410
121 C 15.567 6.490 -22.483
122 O 16.652 7.239 -22.104
123 C 16.288 8.274 -21.212
124 C 17.532 9.105 -20.848
125 N 17.921 10.135 -21.767
126 C 18.299 9.697 -23.132
127 C 18.895 10.950 -23.877
128 O 19.300 10.606 -25.226
129 C 20.021 11.610 -25.966
130 H 15.084 5.894 -21.709
131 H 16.045 5.867 -23.239
132 H 14.794 7.115 -22.932
133 H 15.882 7.888 -20.277
134 H 15.575 8.967 -21.657
135 H 18.455 8.549 -20.687
136 H 17.357 9.573 -19.879
137 H 17.135 10.766 -21.830
138 H 17.508 9.277 -23.753
139 H 19.083 8.950 -23.007
140 H 19.791 11.235 -23.325
141 H 18.238 11.820 -23.857
142 H 19.312 12.431 -26.076
143 H 20.165 11.267 -26.991
144 H 20.964 11.978 -25.561
145 C 16.977 10.879 -27.909
146 O 16.082 9.901 -28.427
147 C 16.740 8.820 -29.020
148 C 15.583 7.862 -29.315
149 N 14.930 7.372 -28.126
150 C 13.903 6.425 -28.416
151 C 13.262 5.938 -27.120
152 O 12.789 6.987 -26.258
153 C 12.099 6.493 -25.137
154 H 17.448 11.377 -28.756
155 H 17.774 10.396 -27.344
156 H 16.422 11.561 -27.263
157 H 17.457 8.395 -28.317
158 H 17.218 9.140 -29.946
159 H 15.876 7.016 -29.937
160 H 14.818 8.315 -29.946
161 H 14.473 8.191 -27.749
162 H 14.374 5.578 -28.916
163 H 13.114 6.827 -29.053
164 H 14.047 5.340 -26.657
165 H 12.388 5.347 -27.395
166 H 11.385 7.226 -24.763
167 H 12.807 6.438 -24.311
168 H 11.582 5.536 -25.213
169 C 21.510 17.559 -24.596
170 O 21.152 18.880 -24.779
171 C 21.236 19.360 -26.109
172 C 20.883 20.873 -26.207
173 N 21.936 21.765 -25.680
174 C 21.727 23.209 -25.983
175 C 22.796 23.978 -25.160
176 O 22.659 23.803 -23.691
177 C 21.582 24.533 -23.040
178 H 20.793 16.875 -25.049
179 H 21.480 17.334 -23.530
180 H 22.508 17.207 -24.858
181 H 20.419 18.864 -26.632
182 H 22.258 19.211 -26.457
183 H 19.887 20.935 -25.769
184 H 20.684 21.022 -27.269
185 H 21.971 21.614 -24.682
186 H 20.697 23.440 -25.711
187 H 21.808 23.366 -27.058
188 H 22.750 25.029 -25.443
189 H 23.769 23.727 -25.582
190 H 21.724 25.606 -23.176
191 H 21.664 24.241 -21.994
192 H 20.633 24.176 -23.440
193 N 22.495 16.946 -32.229
194 C 21.619 17.939 -31.890
195 C 21.968 18.454 -30.599
196 C 23.096 17.779 -30.222
197 C 23.430 16.877 -31.245
198 H 22.428 16.379 -33.062
199 H 20.856 18.238 -32.594
200 H 21.503 19.221 -29.999
201 H 23.661 17.895 -29.308
202 H 24.312 16.257 -31.313
203 N 20.771 15.466 -29.903
204 C 19.811 15.893 -29.026
205 C 19.112 14.774 -28.587
206 C 19.628 13.615 -29.134
207 C 20.602 14.109 -30.019
208 H 21.474 16.053 -30.329
209 H 19.811 16.961 -28.870
210 H 18.420 14.818 -27.759
211 H 19.373 12.583 -28.946
212 H 21.293 13.655 -30.713
213 N 22.893 14.346 -25.821
214 C 22.725 14.991 -27.007
215 C 23.980 15.278 -27.515
216 C 24.921 14.736 -26.637
217 C 24.219 14.246 -25.546
218 H 22.120 14.020 -25.260
219 H 21.698 15.141 -27.303
220 H 24.180 15.743 -28.468
221 H 25.990 14.740 -26.789
222 H 24.577 13.804 -24.628
223 N 13.509 14.805 -30.381
224 C 13.279 15.767 -29.440
225 C 14.096 15.659 -28.310
226 C 15.048 14.724 -28.708
227 C 14.558 14.122 -29.874
228 H 13.127 14.703 -31.310
229 H 12.531 16.477 -29.761
230 H 14.135 16.248 -27.406
231 H 15.929 14.447 -28.148
232 H 14.949 13.388 -30.564

Values from the calculation:
Orbital gap: 8.33 eV
Molar mass: 1343.9 u

Mulliken atomic charge list, values in e, 6 entries: -0.954 -0.172 -0.834 0.349 -0.324 0.333